The molecule C20H24ClN3O2, computed with wB97M-V/def2-TZVPD.

Summary:
LUMO = 0.02020 hartree
HOMO-LUMO gap = 8.35 eV
E_HOMO = -0.2866 Ha
energy relative to the best compared isomer or geometry (same formula, charge and spin) = 38.8 kJ/mol
multiplicity = 1

Atoms and positions in Å:
1 C -2.01862 -3.78675 1.66978
2 C -2.56108 -2.98048 0.50162
3 H -3.21361 -3.60627 -0.12536
4 H -1.74029 -2.60667 -0.12328
5 O -3.31652 -1.89520 1.02216
6 C -3.76596 -0.99896 0.06701
7 C -5.12771 -0.96968 -0.18214
8 C -5.66420 -0.12062 -1.13355
9 C -4.81429 0.69512 -1.85525
10 C -3.45582 0.69388 -1.59808
11 C -2.89278 -0.12827 -0.61937
12 N -1.52332 -0.16526 -0.35638
13 C -0.59003 0.47942 -1.25265
14 H -0.94086 0.39112 -2.28126
15 C -0.35113 1.95169 -0.86684
16 N 0.11134 2.01659 0.50054
17 C 1.40476 2.13732 0.93292
18 O 1.69326 2.02971 2.11166
19 N 2.34181 2.48195 -0.00997
20 H 2.15986 2.28111 -0.97899
21 C 3.74694 2.49022 0.35592
22 C 4.38850 1.15207 0.08884
23 C 5.23219 0.95835 -0.99636
24 C 5.77124 -0.28883 -1.26117
25 C 5.45275 -1.35332 -0.43463
26 C 4.60869 -1.18183 0.65178
27 C 4.08238 0.07024 0.90808
28 H 3.42658 0.22093 1.75257
29 H 4.37271 -2.01907 1.28977
30 Cl 6.11919 -2.91655 -0.76193
31 H 6.43151 -0.43539 -2.10156
32 H 5.47978 1.79016 -1.64028
33 H 3.78434 2.72182 1.42291
34 H 4.24697 3.28123 -0.20931
35 C -0.84788 1.41534 1.40893
36 H -0.44519 1.48666 2.41920
37 C -1.07695 -0.05188 1.02302
38 H -1.81398 -0.49808 1.68723
39 H -0.13012 -0.59612 1.12019
40 H -1.78945 1.97104 1.34819
41 H 0.34515 2.43000 -1.55480
42 H -1.29819 2.50140 -0.91502
43 H 0.36266 -0.06035 -1.16840
44 H -2.82970 1.36105 -2.16974
45 H -5.20682 1.35229 -2.61722
46 H -6.72705 -0.11167 -1.31813
47 H -5.75766 -1.64175 0.38071
48 H -2.83849 -4.12929 2.29503
49 H -1.35724 -3.17167 2.27399
50 H -1.46766 -4.64673 1.29963